Record 1
# C15H40F24N11O26P3S6

A cluster of 14 separate species, C15H40F24N11O26P3S6 in total (ωB97M-V/def2-TZVPD, OMol25).

CARTESIAN COORDINATES (ANGSTROEM)
1 C 0.03710 15.48649 -3.97121
2 C 0.99221 16.18962 -4.92202
3 O 0.68853 16.67146 -6.05122
4 N 2.47882 15.98753 -4.51076
5 H 2.60995 15.74851 -3.53825
6 H 2.88526 15.24861 -5.06655
7 C 3.41262 17.11746 -4.98527
8 H 0.34102 14.44271 -4.05042
9 H -1.03161 15.69698 -4.01165
10 H 0.31601 15.72787 -2.94552
11 H 3.24059 17.20780 -6.05781
12 H 4.47252 17.01273 -4.75345
13 H 3.08827 18.06399 -4.55284
14 C -1.41441 7.34601 -12.16351
15 C -0.89216 6.54410 -11.02258
16 O -1.17976 5.38047 -10.75708
17 N -0.00018 7.30370 -9.94525
18 H 0.79540 6.70701 -9.76884
19 H 0.47866 8.04148 -10.44173
20 C -0.77717 7.71689 -8.71181
21 H -0.55622 7.41689 -12.83177
22 H -1.74336 8.35306 -11.90710
23 H -2.24076 6.82871 -12.65102
24 H -1.29065 8.63785 -8.98797
25 H -0.05561 7.89062 -7.91352
26 H -1.46672 6.98706 -8.28758
27 C 1.18190 11.82186 -5.59041
28 C 0.73223 10.46624 -5.72715
29 O 0.01054 10.13967 -6.67469
30 N 1.07042 9.50673 -4.58139
31 H 1.41898 8.67855 -5.04261
32 H 1.77735 9.91967 -3.98994
33 C -0.25434 9.12369 -3.84289
34 H 2.27035 11.76671 -5.60906
35 H 0.81669 12.23143 -4.64862
36 H 0.84962 12.44620 -6.41980
37 H -1.13264 9.14328 -4.48811
38 H -0.33135 9.94229 -3.12730
39 H -0.10679 8.12040 -3.44321
40 C -5.61993 11.77899 -3.05181
41 C -5.65718 10.42668 -3.65933
42 O -6.70885 9.87434 -3.94183
43 N -4.32773 9.60541 -3.79504
44 H -3.73103 10.36604 -4.08744
45 H -3.93915 9.32990 -2.90443
46 C -4.40338 8.47963 -4.90272
47 H -6.65309 12.11967 -2.98394
48 H -4.89738 12.35209 -3.63284
49 H -5.25781 11.68507 -2.02802
50 H -4.74077 7.59639 -4.36036
51 H -3.41207 8.22345 -5.27660
52 H -5.06807 8.69141 -5.74024
53 C 0.84875 2.48714 -4.86815
54 C 1.32018 3.08415 -3.59547
55 O 0.94773 2.52339 -2.55603
56 N 2.42038 4.12188 -3.64639
57 H 3.22684 3.61857 -3.30521
58 H 2.50605 4.41107 -4.61031
59 C 2.08595 5.29507 -2.69633
60 H 1.38892 1.58640 -5.15968
61 H 0.66287 3.20836 -5.66401
62 H -0.12188 2.07192 -4.59691
63 H 1.93474 4.88936 -1.69602
64 H 1.11098 5.74512 -2.88339
65 H 2.86241 6.05961 -2.72279
66 P 3.92109 9.08496 -2.23953
67 F 4.09312 10.36011 -3.18915
68 F 3.37575 8.23188 -3.60211
69 F 5.42544 8.58588 -2.52330
70 F 3.46141 7.87858 -1.29224
71 F 4.42171 9.88001 -0.97223
72 F 2.40874 9.63278 -1.97988
73 P -2.01366 5.28144 -5.14665
74 F -0.97766 4.66322 -6.27830
75 F -0.91040 5.27680 -3.92359
76 F -1.53704 6.73799 -5.51179
77 F -3.19687 5.76163 -4.13213
78 F -3.19171 5.13199 -6.26176
79 F -2.27676 3.71616 -4.70295
80 P 3.79566 14.02261 -7.96228
81 F 2.40067 14.49465 -7.29259
82 F 4.01340 15.43462 -8.77184
83 F 4.52297 14.66697 -6.68849
84 F 5.18100 13.45293 -8.59267
85 F 3.81112 12.58085 -7.25207
86 F 2.86895 13.47691 -9.20634
87 N 1.05318 9.35930 -11.28671
88 S 0.41386 10.72122 -11.15415
89 O -0.90141 10.98078 -11.74826
90 O 1.34146 11.84903 -11.18925
91 F 0.09891 10.61200 -9.53699
92 S 1.48719 9.49046 -12.91799
93 O 2.87938 9.89597 -13.13180
94 O 0.54332 9.96445 -13.90197
95 F 1.54679 7.86819 -13.14914
96 N 3.41106 14.51894 -2.24008
97 S 2.73755 13.26198 -1.75089
98 O 3.17460 12.59989 -0.51007
99 O 1.96498 12.39572 -2.62822
100 F 1.51963 14.07621 -1.08748
101 S 4.57652 13.73537 -3.08417
102 O 4.23846 13.36942 -4.47074
103 O 5.47372 12.81511 -2.40471
104 F 5.52005 15.01624 -3.34551
105 N -2.47602 12.03178 0.83129
106 S -3.18034 10.69976 1.00706
107 O -2.35659 9.55445 1.19624
108 O -4.50655 10.55341 0.35103
109 F -3.72886 10.98711 2.48825
110 S -1.77832 11.49558 -0.62872
111 O -2.64442 11.29456 -1.75113
112 O -0.61664 10.65250 -0.55565
113 F -1.10964 12.87029 -1.03295
114 N 2.07483 6.05244 -6.69031
115 O 1.64587 5.88783 -7.82288
116 O 2.71500 5.15473 -6.16742
117 O 1.86354 7.06080 -6.06796
118 N -2.06932 7.31012 -1.12587
119 O -2.77137 6.80590 -0.26972
120 O -2.52283 8.25039 -1.71931
121 O -0.97831 6.85679 -1.36533
122 N -2.34225 12.72333 -5.04437
123 O -1.84956 13.18933 -6.05425
124 O -2.45744 11.53216 -5.05118
125 O -2.64841 13.38322 -4.08195

Charge: -4
Strongest force on any atom: 0.248 hartree/bohr
Multiplicity: 1
ΔE to the lowest compared entry with this formula, charge and spin: 389.07 kJ/mol
HOMO-LUMO gap: 0.1957 hartree


Record 2
# C15H40F2O5Zn

A structure of composition C15H40F2O5Zn (ωB97M-V/def2-TZVPD, OMol25).

CARTESIAN COORDINATES (ANGSTROEM)
1 Zn -0.40782 1.39283 -0.14635
2 F -1.69531 3.04847 -1.89897
3 F 1.99901 2.36076 -0.35281
4 C -1.31185 -0.58828 -4.70978
5 C -1.24798 -1.39079 -3.39589
6 C -0.87463 -2.86758 -3.58218
7 O -0.29073 -0.76628 -2.56895
8 H -0.43811 -0.78138 -5.33219
9 H -1.36184 0.50055 -4.70279
10 H -2.18626 -0.91035 -5.27527
11 H -2.20480 -1.48005 -2.88148
12 H 0.09911 -2.86931 -4.07203
13 H -1.47948 -3.48360 -4.24758
14 H -0.87667 -3.45677 -2.66515
15 H 0.55441 -0.82964 -3.01988
16 C 6.00961 0.14276 -2.87408
17 C 4.84639 0.23668 -3.87232
18 C 4.91916 -0.64974 -5.10291
19 O 3.65599 -0.02914 -3.22097
20 H 6.15464 -0.92783 -2.72943
21 H 5.93326 0.66822 -1.92216
22 H 6.90542 0.58887 -3.30605
23 H 4.76185 1.24304 -4.28244
24 H 5.12027 -1.68305 -4.82022
25 H 5.78714 -0.37294 -5.70131
26 H 4.05435 -0.59115 -5.76382
27 H 3.42102 0.63006 -2.56381
28 C 0.50027 4.55498 4.16478
29 C -0.56507 3.43426 3.95503
30 C -1.79258 3.84072 4.70319
31 O -0.91429 3.37413 2.59339
32 H 1.42727 4.14277 3.76620
33 H 0.61599 4.85880 5.20518
34 H 0.23766 5.49361 3.67680
35 H -0.17655 2.53527 4.43355
36 H -2.55286 3.08111 4.88502
37 H -2.29831 4.71006 4.28297
38 H -1.49488 4.09748 5.71982
39 H -1.50737 4.10203 2.39338
40 C 1.78017 -3.10527 1.52230
41 C 0.82930 -2.23329 2.32848
42 C 0.99596 -2.21685 3.79985
43 O 0.89746 -0.85507 1.90267
44 H 1.38779 -3.45132 0.56607
45 H 1.91113 -4.04741 2.05458
46 H 2.78104 -2.71154 1.34531
47 H -0.17737 -2.62571 2.18446
48 H 0.65850 -3.13724 4.27643
49 H 0.48939 -1.33452 4.19098
50 H 2.02939 -2.11992 4.13258
51 H 1.78639 -0.66667 2.21234
52 C -5.30197 0.52676 1.85372
53 C -4.19261 -0.51270 1.42365
54 C -4.73466 -1.84384 0.88301
55 O -3.39156 0.03832 0.47860
56 H -6.04266 0.00381 2.45870
57 H -5.89578 0.82521 0.98977
58 H -5.00007 1.45804 2.33300
59 H -3.61765 -0.75129 2.31840
60 H -5.11720 -1.87062 -0.13730
61 H -5.52372 -2.30264 1.47883
62 H -3.92798 -2.57537 0.93034
63 H -3.94868 0.14957 -0.29524

Charge: 0
Strongest force on any atom: 0.069 hartree/bohr
Multiplicity: 1
ΔE to the lowest compared entry with this formula, charge and spin: 791.90 kJ/mol
HOMO-LUMO gap: 0.2426 hartree


Record 3
# C15H40FN2O12P3S2

A cluster of 3 separate species, C15H40FN2O12P3S2 in total (ωB97M-V/def2-TZVPD, OMol25).

CARTESIAN COORDINATES (ANGSTROEM)
1 N 2.39443 4.67316 3.14525
2 P 2.94844 3.56452 2.23979
3 O 4.25559 2.88846 2.84877
4 O 3.38395 4.06717 0.79418
5 N 1.75468 2.31909 2.07755
6 C 0.95829 2.45540 0.81315
7 C -0.03553 3.61782 0.88013
8 C -0.88245 3.63253 2.14762
9 S -1.84464 5.18477 2.19494
10 S 2.28380 0.74554 2.15168
11 O 1.12697 -0.05771 2.31950
12 O 3.12262 0.43169 1.04261
13 F 3.08435 0.63422 3.46922
14 H 2.37218 5.58579 2.70762
15 H 4.15170 2.88142 3.81182
16 H 3.90706 3.40577 0.31367
17 H 1.59371 2.59741 -0.06143
18 H 0.40566 1.53672 0.62386
19 H -0.70397 3.46304 0.02638
20 H 0.47174 4.56543 0.69896
21 H -0.22597 3.62678 3.01445
22 H -1.60063 2.81377 2.16362
23 H -1.63448 5.55365 3.46295
24 O -4.04102 1.49613 2.34504
25 P -4.63326 0.34692 1.64990
26 O -3.59864 -0.39349 0.70088
27 C -2.41794 -0.97514 1.27831
28 C -2.68123 -2.32637 1.91140
29 O -5.61247 0.94131 0.51246
30 C -6.00500 2.31523 0.51498
31 C -5.19660 3.10976 -0.48732
32 O -5.55452 -0.86062 2.09783
33 C -6.54564 -0.66338 3.13500
34 C -7.83835 -0.10415 2.57751
35 H -1.98882 -0.27934 2.00383
36 H -1.70549 -1.08118 0.46149
37 H -3.31972 -2.23340 2.79083
38 H -1.74209 -2.78476 2.22200
39 H -3.18866 -2.98696 1.20822
40 H -5.91611 2.74522 1.51302
41 H -7.06264 2.33648 0.24240
42 H -4.12919 3.00399 -0.29109
43 H -5.45745 4.16783 -0.44122
44 H -5.38237 2.74706 -1.49921
45 H -6.14311 -0.01967 3.91965
46 H -6.71613 -1.64536 3.57220
47 H -7.75030 0.95981 2.35820
48 H -8.64193 -0.22816 3.30384
49 H -8.10708 -0.61178 1.65196
50 O 2.84676 -1.49111 -3.42963
51 P 3.69851 -2.58511 -2.94941
52 O 4.75668 -2.12431 -1.86461
53 C 4.29678 -1.56796 -0.61525
54 C 3.86809 -2.65063 0.35602
55 O 4.72819 -2.93625 -4.14634
56 C 4.52653 -2.44554 -5.47064
57 C 5.41701 -1.25320 -5.74620
58 O 3.41728 -4.07568 -2.49066
59 C 2.34994 -4.83001 -3.11157
60 C 2.80250 -5.49030 -4.39775
61 H 3.48822 -0.86647 -0.80432
62 H 5.13353 -1.00751 -0.20355
63 H 2.97234 -3.16438 0.00432
64 H 3.64743 -2.21864 1.33106
65 H 4.65279 -3.39974 0.46414
66 H 3.47859 -2.19540 -5.63953
67 H 4.78054 -3.26434 -6.14804
68 H 5.25184 -0.47062 -5.00539
69 H 5.21904 -0.84484 -6.73837
70 H 6.46738 -1.54176 -5.69026
71 H 1.48575 -4.18482 -3.28248
72 H 2.05709 -5.58376 -2.38299
73 H 2.86660 -4.77061 -5.21374
74 H 2.09080 -6.26247 -4.69110
75 H 3.78805 -5.93693 -4.27209

Charge: 0
SMILES: N=P(O)(O)N(CCCS)S(=O)(=O)F.CCOP(=O)(OCC)OCC.CCOP(=O)(OCC)OCC
Strongest force on any atom: 0.082 hartree/bohr
Multiplicity: 1
HOMO-LUMO gap: 0.3318 hartree